A cluster of 2 separate species, C2H7O in total, computed with ωB97M-V/def2-TZVPD.

calculated total energy = -155.60324 Eh

Structure (ORCA input):
```
! wB97M-V def2-TZVPD RIJCOSX def2/J DEFGRID3
* xyz -1 1
O -2.314 1.006 -1.409
H -1.763 1.431 -2.076
C 1.022 0.153 0.809
C 0.012 -0.747 0.078
H 2.019 0.050 0.372
H 0.739 1.193 0.683
H 1.109 -0.117 1.855
H -0.378 -1.527 0.739
H 0.447 -1.232 -0.794
H -0.894 -0.209 -0.257
*
```



An isolated molecule of C4H8O3, computed with ωB97M-V/def2-TZVPD.

SMILES = CCOC(=O)CO
calculated total energy = -382.93695 Eh

Structure (ORCA input):
```
! wB97M-V def2-TZVPD RIJCOSX def2/J DEFGRID3
* xyz 0 1
C 2.287 0.335 1.151
C 0.965 0.836 0.610
O 0.177 -0.304 0.201
C -0.941 -0.002 -0.455
O -1.305 1.127 -0.705
C -1.764 -1.208 -0.868
O -2.631 -0.849 -1.906
H 2.143 -0.316 2.018
H 2.842 -0.216 0.386
H 2.894 1.192 1.462
H 1.101 1.491 -0.255
H 0.397 1.390 1.363
H -1.112 -2.024 -1.192
H -2.313 -1.565 0.023
H -2.740 0.113 -1.832
*
```